Formula: C20H22ClNO4
Source: the Open Molecules 2025 dataset
Level of theory: ωB97M-V/def2-TZVPD

relative energy (zero: lowest compared OMol25 entry of this formula, charge and spin) = 176.0 kJ/mol
electronic energy = -43299.4181 eV
molar mass = 375.85 g/mol
SMILES string = COc1ccc(C(=O)N2CCC(O)(c3ccc(Cl)cc3)CC2)cc1OC

Positions of all 48 atoms, in Å:
C  -5.54938  -0.20284  0.83303
H  -5.82987  -0.08064  -0.21499
O  -4.58327  -1.21700  0.99952
C  -3.36440  -1.15069  0.39980
C  -2.58490  -2.29142  0.58224
C  -1.30693  -2.39691  0.07322
C  -0.76769  -1.33356  -0.63814
C  -1.54945  -0.20506  -0.86317
C  -2.83588  -0.08628  -0.35938
O  -3.61614  1.02024  -0.56928
C  -3.16448  2.00051  -1.47431
H  -3.98487  2.71185  -1.56054
H  -2.94923  1.57063  -2.45680
H  -2.27724  2.51839  -1.10104
H  -1.11405  0.58671  -1.45066
C  0.57882  -1.36083  -1.27105
O  0.74981  -0.94373  -2.40434
N  1.59843  -1.91589  -0.55947
C  1.64988  -2.05370  0.87586
H  0.68819  -1.76447  1.29670
C  2.79416  -1.20356  1.46292
H  2.51577  -0.82998  2.45025
H  3.68855  -1.81713  1.58929
C  3.21369  -0.03000  0.55636
C  2.16296  1.06650  0.42710
C  0.94486  1.06946  1.09218
C  0.05814  2.12483  0.95421
C  0.39686  3.20296  0.15772
C  1.62010  3.23894  -0.49189
C  2.49009  2.17726  -0.34889
H  3.45436  2.21675  -0.83219
H  1.88733  4.08933  -1.09907
Cl  -0.70350  4.53063  -0.01082
H  -0.88881  2.10544  1.47080
H  0.65502  0.25802  1.73766
O  4.39847  0.55584  1.09161
H  4.18804  0.98767  1.92712
C  3.62399  -0.58226  -0.82910
H  3.37460  0.14460  -1.59947
C  2.92038  -1.90424  -1.14917
H  2.81450  -2.01988  -2.22811
H  3.47191  -2.75807  -0.74769
H  4.70563  -0.71744  -0.81914
H  1.82279  -3.10854  1.12701
H  -0.75045  -3.31190  0.20426
H  -3.02694  -3.10276  1.13877
H  -6.41447  -0.54245  1.40276
H  -5.20538  0.75465  1.22835

Atomic forces in eV per Å
C -0.44 0.30 0.02
H 0.01 0.00 0.09
O 0.39 -0.14 -0.06
C 0.08 -0.13 0.02
C -0.15 0.17 -0.01
C 0.05 0.19 -0.13
C -0.38 0.02 -0.01
C 0.01 -0.08 0.00
C -0.08 0.04 -0.02
O -0.01 -0.41 0.30
C 0.10 0.17 -0.17
H 0.10 0.00 -0.03
H 0.00 0.00 0.02
H -0.03 -0.03 -0.04
H 0.00 0.11 -0.07
C -0.07 -0.19 -0.05
O 0.02 0.22 -0.16
N 0.10 -0.13 -0.08
C -0.11 -0.06 0.45
H 0.17 -0.08 -0.02
C 0.01 0.15 -0.22
H 0.02 -0.02 0.05
H -0.01 0.06 0.03
C -0.16 -0.32 0.07
C 0.04 -0.01 0.13
C 0.20 -0.01 -0.07
C -0.10 0.26 -0.03
C 0.04 -0.23 0.15
C 0.04 0.01 -0.05
C -0.11 0.03 0.00
H 0.07 0.00 -0.08
H 0.00 0.10 -0.05
Cl -0.08 0.15 0.00
H -0.11 0.03 0.03
H -0.01 -0.15 0.06
O 0.32 0.07 0.04
H -0.08 0.02 -0.02
C -0.03 -0.02 0.11
H 0.06 -0.02 -0.03
C 0.11 0.12 -0.36
H 0.08 -0.08 0.14
H -0.01 0.01 -0.01
H 0.02 -0.01 -0.02
H -0.08 0.10 0.05
H 0.09 -0.08 0.06
H -0.08 -0.09 0.05
H 0.05 0.04 -0.05
H -0.06 -0.09 -0.04

=====

Formula: C4H8NO2
Source: the Open Molecules 2025 dataset
Level of theory: ωB97M-V/def2-TZVPD

relative energy (zero: lowest compared OMol25 entry of this formula, charge and spin) = 286.6 kJ/mol
electronic energy = -9861.8164 eV
molar mass = 102.11 g/mol
SMILES string = N[C@H](C=O)CC[O-]
charge = -1

Positions of all 15 atoms, in Å:
O  -2.43071  -0.55463  0.72070
C  -1.34180  -1.08074  0.74484
C  -0.28018  -0.82466  -0.29923
C  0.36940  0.47157  0.37276
C  1.68866  0.91555  -0.31675
O  2.56312  1.37103  0.58382
N  -0.78486  -0.47907  -1.63483
H  -1.00765  -1.62525  1.64527
H  0.53982  -1.53256  -0.35645
H  0.51017  0.21852  1.42433
H  -0.36843  1.28962  0.34940
H  2.01858  0.06301  -0.99006
H  1.40835  1.69453  -1.09615
H  0.01547  -0.24112  -2.21089
H  -1.27582  0.40066  -1.53485

Atomic forces in eV per Å
O -0.23 -0.29 -0.02
C 0.33 0.21 -0.90
C -0.12 2.10 0.45
C -0.68 -0.90 -0.41
C 0.21 0.59 0.37
O 0.25 -0.17 -0.34
N -0.14 -0.49 0.11
H 0.08 -0.15 0.05
H -0.21 -0.48 0.05
H 0.68 0.31 0.09
H -0.02 -0.29 -0.02
H 0.16 -0.21 0.29
H -0.19 -0.14 0.15
H 0.14 -0.10 0.10
H -0.27 0.00 0.02

=====

Formula: C2H2Br6
Source: the Open Molecules 2025 dataset
Level of theory: ωB97M-V/def2-TZVPD

relative energy (zero: lowest compared OMol25 entry of this formula, charge and spin) = 59.9 kJ/mol
electronic energy = -422359.9967 eV
molar mass = 505.46 g/mol

Positions of all 10 atoms, in Å:
C  1.68001  -0.98015  -2.31360
Br  3.64442  -0.69555  -2.14021
Br  0.76270  0.10637  -0.95138
Br  1.20236  -2.90294  -1.94694
H  1.22255  -0.68098  -3.25664
C  -1.61626  1.07469  1.91537
Br  -3.59420  0.84082  1.75219
Br  -0.81218  -0.60872  2.67311
Br  -1.33810  2.51325  3.30406
H  -1.15130  1.33322  0.96401

Atomic forces in eV per Å
C 0.01 -0.64 1.45
Br -1.47 -0.22 -0.49
Br 0.37 -0.26 -0.51
Br 0.45 1.32 -0.50
H 0.67 -0.21 0.04
C -0.74 -0.42 2.08
Br 1.41 0.10 -0.26
Br -0.51 1.19 -0.85
Br 0.03 -0.84 -1.27
H -0.21 -0.03 0.32

=====

Formula: CH6P2
Source: the Open Molecules 2025 dataset
Level of theory: ωB97M-V/def2-TZVPD

relative energy (zero: lowest compared OMol25 entry of this formula, charge and spin) = 206.1 kJ/mol
electronic energy = -19708.6851 eV
molar mass = 80.01 g/mol
SMILES string = [H]/P=C\P.[H][H]

Positions of all 9 atoms, in Å:
C  -0.08330  -0.14491  0.90286
P  -1.60646  -0.72576  0.14829
P  0.49832  -0.21883  2.48822
H  0.63010  0.15395  0.09748
H  0.82523  -2.83320  2.19404
H  -2.64156  -0.59466  1.12536
H  -2.08441  0.38069  -0.51963
H  -0.53113  -0.99908  2.81519
H  1.02801  -3.35637  1.71066

Atomic forces in eV per Å
C 0.89 0.56 -0.15
P -0.44 -1.26 0.23
P 1.18 0.85 -1.80
H -0.58 0.28 0.72
H 0.03 -0.12 -0.01
H 0.64 -0.05 0.16
H 0.17 0.80 -0.44
H -1.90 -0.93 1.30
H 0.01 -0.13 -0.01

=====

Formula: C49H44F7N4O6S2SbTi
Source: the Open Molecules 2025 dataset
Level of theory: ωB97M-V/def2-TZVPD

relative energy (zero: lowest compared OMol25 entry of this formula, charge and spin) = 18.9 kJ/mol
electronic energy = -140122.4699 eV
2S+1 = 3
molar mass = 1151.66 g/mol
charge = -2

Positions of all 114 atoms, in Å:
Ti  -0.26736  -1.08391  -0.39941
C  4.39043  1.61751  -0.71171
N  3.73132  0.46891  -0.13540
C  4.47739  -0.05595  0.98201
C  3.44502  -0.52362  -1.15882
C  2.78786  -1.80708  -0.65005
N  1.63446  -1.57155  0.21024
C  1.63351  -2.33872  1.35324
C  1.44921  -1.75702  2.61888
F  1.34086  -0.41977  2.72379
C  1.42306  -2.50485  3.77618
F  1.24675  -1.87424  4.95821
C  1.60082  -3.87263  3.76273
C  1.79940  -4.46572  2.53219
F  1.96664  -5.80553  2.46480
C  1.81128  -3.73286  1.36496
F  1.96347  -4.38348  0.19680
H  5.40910  1.37972  -1.07967
H  3.80395  1.99164  -1.55195
H  4.47419  2.41478  0.03197
H  5.45337  -0.48587  0.67712
H  4.67344  0.74917  1.69425
H  3.90475  -0.82758  1.49535
H  2.80210  -0.04673  -1.89955
H  4.38236  -0.82621  -1.67496
H  2.53208  -2.41086  -1.52406
H  3.54282  -2.38566  -0.10324
H  1.55109  -4.45757  4.66827
C  1.78557  -1.69439  -5.51173
C  1.84101  -2.26062  -4.09186
C  0.77247  -3.30128  -3.84124
C  0.93444  -4.54062  -4.44890
C  -0.02321  -5.53030  -4.32326
C  -1.17606  -5.25039  -3.61180
C  -1.38558  -4.02203  -2.98659
C  -2.72446  -3.82269  -2.31192
C  -3.51581  -2.58313  -2.72374
C  -0.36813  -3.04676  -3.04550
N  -0.44804  -1.81050  -2.35700
C  -0.60832  -0.73875  -3.18264
C  -0.15825  0.52121  -2.74719
C  -0.00872  1.75035  -3.41626
C  0.76265  2.56073  -2.56189
C  1.00936  1.82031  -1.41375
N  0.43480  0.58325  -1.50007
H  2.58918  -0.97177  -5.67178
H  0.83745  -1.18308  -5.68110
H  1.88094  -2.48773  -6.25773
H  1.74676  -1.44400  -3.38201
H  2.82194  -2.72074  -3.93198
H  1.83647  -4.72407  -5.02571
H  0.11670  -6.49980  -4.78749
H  -1.95486  -6.00198  -3.53742
H  -2.58641  -3.83906  -1.23469
H  -3.32687  -4.70521  -2.54983
H  -3.63407  -2.53891  -3.81082
H  -3.03516  -1.66352  -2.40227
H  -4.51357  -2.61812  -2.27651
H  -1.00411  -0.87393  -4.18606
H  -0.36723  1.98801  -4.40718
H  1.10586  3.56853  -2.75130
H  1.64387  2.07349  -0.57813
O  -1.28686  -0.51684  1.55273
S  -2.51511  -0.09200  0.88089
O  -3.09421  1.13324  1.37318
O  -2.22216  -0.10640  -0.56949
C  -3.77028  -1.34770  1.08903
C  -5.07371  -0.86769  1.01153
C  -6.14924  -1.73767  1.05809
C  -5.92341  -3.09943  1.18713
C  -4.62590  -3.57976  1.27379
C  -3.53637  -2.71884  1.22792
S  -1.91208  -3.49228  1.38308
O  -2.15342  -4.89361  1.12024
O  -1.43121  -3.17623  2.70200
O  -1.14501  -2.87313  0.27281
H  -5.22693  0.19810  0.91632
H  -7.15828  -1.35007  0.99053
H  -6.75619  -3.79150  1.21873
H  -4.42395  -4.63786  1.36460
F  -2.08241  3.72540  7.41057
C  -1.64921  3.48025  6.14316
C  -2.38965  3.95794  5.08335
C  -1.93384  3.71072  3.79337
C  -0.75534  3.00580  3.56063
C  -0.06576  2.50773  4.66522
C  -0.49536  2.74800  5.96439
Sb  -0.05996  2.46385  1.57711
C  1.75157  3.65998  1.67297
C  2.02144  4.71028  0.79944
C  3.24886  5.36501  0.80543
C  4.20956  4.94900  1.70144
F  5.41196  5.58577  1.71956
C  3.99993  3.89817  2.56996
C  2.76928  3.25478  2.53575
C  -1.20746  3.93229  0.51393
C  -1.28463  5.27687  0.86890
C  -2.02666  6.18013  0.11621
C  -2.68732  5.70549  -0.99849
F  -3.41756  6.58254  -1.74101
C  -2.63520  4.38484  -1.38977
C  -1.88768  3.49915  -0.62397
H  -3.30737  4.50116  5.26846
H  -2.52377  4.06542  2.95740
H  0.81556  1.89113  4.52463
H  0.03766  2.35879  6.82180
H  1.26835  5.02537  0.08642
H  3.46307  6.17764  0.12331
H  4.79016  3.58360  3.23931
H  2.62005  2.40207  3.18954
H  -0.75450  5.63646  1.74456
H  -2.09477  7.22767  0.38015
H  -3.15703  4.05879  -2.27945
H  -1.83160  2.46075  -0.93226

Atomic forces in eV per Å
Ti 0.79 -0.29 -0.74
C 0.01 0.01 0.01
N 0.01 0.01 0.00
C 0.00 -0.01 0.01
C -0.01 -0.04 0.00
C 0.06 0.10 0.05
N -0.14 -0.12 0.03
C 0.02 0.04 0.34
C 0.02 -0.03 -0.03
F 0.00 -0.01 0.02
C 0.00 -0.04 0.01
F 0.00 0.01 -0.01
C 0.00 0.04 -0.04
C 0.00 -0.01 0.03
F 0.00 0.01 0.00
C 0.02 0.03 -0.01
F 0.00 0.00 0.02
H 0.00 -0.01 -0.01
H -0.01 0.00 0.00
H 0.00 -0.01 0.00
H 0.00 0.00 0.00
H 0.00 0.00 0.00
H 0.01 0.00 0.00
H -0.01 0.01 0.00
H -0.01 0.00 -0.01
H 0.00 -0.03 -0.09
H 0.00 0.01 0.00
H 0.00 0.00 0.01
C 0.00 0.00 0.01
C 0.01 -0.03 0.05
C -0.05 0.04 0.05
C 0.00 -0.01 -0.03
C 0.01 -0.01 -0.02
C -0.03 0.02 -0.04
C 0.01 0.00 -0.05
C 0.02 -0.03 0.07
C 0.01 0.01 -0.06
C 0.01 -0.10 0.07
N -0.19 0.24 -0.02
C -0.05 0.04 -0.12
C 0.01 0.08 -0.09
C 0.03 0.00 0.00
C 0.00 0.00 0.03
C 0.03 0.04 0.03
N -0.08 0.06 -0.05
H 0.00 0.00 0.00
H -0.01 0.01 0.00
H 0.00 0.00 0.00
H 0.01 0.04 0.07
H 0.00 0.00 0.01
H 0.00 0.00 0.00
H 0.00 0.00 0.01
H 0.00 0.00 0.00
H 0.00 0.07 0.02
H 0.01 -0.01 0.04
H -0.01 -0.01 0.00
H 0.04 0.03 0.05
H 0.01 0.01 0.01
H 0.01 -0.01 -0.01
H 0.01 -0.01 -0.01
H 0.00 0.00 0.00
H -0.01 -0.01 0.00
O 0.03 -0.02 0.17
S -0.24 0.05 0.11
O 0.04 0.00 -0.06
O -0.30 -0.02 0.04
C -0.07 0.03 0.07
C 0.03 -0.04 0.01
C -0.02 -0.06 0.00
C 0.02 0.03 0.00
C -0.03 -0.01 0.00
C 0.02 0.11 0.03
S -0.02 -0.03 -0.08
O 0.01 0.04 0.00
O -0.02 0.00 -0.04
O -0.05 -0.25 0.16
H 0.01 0.01 0.00
H 0.00 0.00 0.00
H 0.00 -0.01 0.00
H -0.01 0.00 0.00
F 0.00 0.00 0.00
C 0.00 0.00 -0.01
C 0.01 0.00 0.02
C 0.00 0.01 -0.01
C -0.01 0.01 -0.02
C 0.02 -0.01 0.00
C -0.01 0.00 0.00
Sb 0.02 0.02 0.02
C -0.02 -0.04 0.02
C 0.00 0.02 -0.03
C 0.01 0.00 0.01
C -0.01 -0.01 0.00
F 0.00 0.00 0.00
C 0.01 0.02 -0.01
C 0.01 0.00 0.02
C 0.00 0.01 0.01
C -0.01 -0.01 0.00
C -0.01 0.00 0.00
C 0.00 -0.02 0.00
F 0.00 0.01 0.00
C 0.00 0.01 0.00
C 0.01 0.01 -0.01
H 0.00 0.00 0.00
H 0.00 0.01 -0.01
H 0.00 0.01 0.00
H 0.00 0.00 0.00
H 0.01 -0.01 0.00
H 0.00 0.00 0.00
H 0.00 0.00 0.00
H 0.00 0.00 0.00
H 0.00 0.00 0.01
H 0.00 0.00 0.00
H 0.00 0.00 0.00
H 0.01 -0.01 -0.01

=====

Formula: C4H6S
Source: the Open Molecules 2025 dataset
Level of theory: ωB97M-V/def2-TZVPD

relative energy (zero: lowest compared OMol25 entry of this formula, charge and spin) = 47.7 kJ/mol
electronic energy = -15079.2986 eV
molar mass = 86.16 g/mol
SMILES string = C1=CSCC1

Positions of all 11 atoms, in Å:
C  0.69514  -1.03772  -0.19277
C  -0.79041  -0.59766  0.11207
C  -0.80579  0.98536  -0.08653
C  0.42527  1.47559  -0.10594
H  0.82426  -1.60155  -1.09875
H  1.10859  -1.82180  0.58165
H  -1.53570  -1.14354  -0.42326
H  -0.86141  -0.68030  1.18042
H  -1.63939  1.60750  0.05263
H  0.75616  2.50642  -0.07747
S  1.82329  0.30770  0.05794

Atomic forces in eV per Å
C -0.09 -2.68 2.18
C 2.10 2.34 0.10
C 1.92 -2.44 0.05
C 1.34 -0.12 0.26
H -0.05 0.42 -0.91
H -1.31 1.23 -1.15
H -0.39 -0.35 -0.25
H -0.71 -0.48 0.58
H -1.17 0.50 -0.16
H -0.40 0.07 -0.07
S -1.22 1.50 -0.61

=====

What did the second record say?
Formula: C4H8NO2
Source: the Open Molecules 2025 dataset
Level of theory: ωB97M-V/def2-TZVPD

relative energy (zero: lowest compared OMol25 entry of this formula, charge and spin) = 286.6 kJ/mol
electronic energy = -9861.8164 eV
molar mass = 102.11 g/mol
SMILES string = N[C@H](C=O)CC[O-]
charge = -1

Positions of all 15 atoms, in Å:
O  -2.43071  -0.55463  0.72070
C  -1.34180  -1.08074  0.74484
C  -0.28018  -0.82466  -0.29923
C  0.36940  0.47157  0.37276
C  1.68866  0.91555  -0.31675
O  2.56312  1.37103  0.58382
N  -0.78486  -0.47907  -1.63483
H  -1.00765  -1.62525  1.64527
H  0.53982  -1.53256  -0.35645
H  0.51017  0.21852  1.42433
H  -0.36843  1.28962  0.34940
H  2.01858  0.06301  -0.99006
H  1.40835  1.69453  -1.09615
H  0.01547  -0.24112  -2.21089
H  -1.27582  0.40066  -1.53485

Atomic forces in eV per Å
O -0.23 -0.29 -0.02
C 0.33 0.21 -0.90
C -0.12 2.10 0.45
C -0.68 -0.90 -0.41
C 0.21 0.59 0.37
O 0.25 -0.17 -0.34
N -0.14 -0.49 0.11
H 0.08 -0.15 0.05
H -0.21 -0.48 0.05
H 0.68 0.31 0.09
H -0.02 -0.29 -0.02
H 0.16 -0.21 0.29
H -0.19 -0.14 0.15
H 0.14 -0.10 0.10
H -0.27 0.00 0.02